1.
Density functional theory data (wB97M-V/def2-TZVPD) for the ion C6H12N with charge +1 at a distorted geometry.

Each line ends with the Löwdin charge.
Cartesian coordinates (Å):
1 C 0.669 -1.179 -0.115  -0.05
2 C 0.194 0.893 -0.311  -0.20
3 C -0.162 -0.387 -1.056  -0.03
4 C -1.002 1.483 0.390  -0.01
5 C -0.921 -0.898 -2.152  0.03
6 C 1.221 0.156 1.993  -0.11
7 N 1.268 0.067 0.572  -0.10
8 H 0.121 -1.744 0.574  0.14
9 H 1.336 -1.872 -0.679  0.17
10 H 0.801 1.618 -0.877  0.18
11 H -1.233 1.012 1.385  0.11
12 H -1.793 1.393 -0.373  0.10
13 H -0.889 2.554 0.448  0.09
14 H -0.283 -1.708 -2.661  0.16
15 H -1.578 -0.408 -2.836  0.10
16 H -1.666 -1.503 -1.516  0.17
17 H 0.265 0.192 2.456  0.06
18 H 1.805 -0.669 2.327  0.09
19 H 1.845 0.998 2.434  0.12

Computed properties:
Total charge   +1
LUMO level   -6.27 eV
Frontier orbital gap   7.211 eV
Calculated total energy   -7895.9937 eV
Relative energy (zero: lowest compared OMol25 entry of this formula, charge and spin)   93.8 kcal per mole
M   98.17 g/mol
E_HOMO   -13.48 eV

2.
Density functional theory data (wB97M-V/def2-TZVPD) for a cluster of 9 separate species, C24H72N6O9 in total at a distorted geometry.

Each line ends with the Löwdin charge.
Cartesian coordinates (Å):
1 C -18.226 -32.296 18.288  -0.07
2 C -18.646 -33.447 19.119  -0.47
3 C -19.390 -33.230 20.450  -0.23
4 O -18.539 -32.650 21.363  -0.17
5 C -18.959 -32.699 22.707  -0.10
6 N -19.454 -34.279 18.244  0.03
7 H -19.181 -31.796 18.126  0.09
8 H -17.644 -32.505 17.391  0.09
9 H -17.491 -31.751 18.881  0.08
10 H -17.792 -34.066 19.395  0.13
11 H -19.860 -34.180 20.704  0.12
12 H -20.221 -32.564 20.220  0.12
13 H -18.579 -31.828 23.241  0.08
14 H -18.743 -33.594 23.291  0.09
15 H -20.024 -32.469 22.680  0.08
16 H -18.894 -35.107 18.095  0.07
17 H -19.414 -33.845 17.333  0.06
18 C -17.566 -21.820 21.480  -0.07
19 C -18.753 -22.683 21.800  -0.46
20 C -18.365 -24.147 22.187  -0.17
21 O -17.907 -24.883 21.010  -0.21
22 C -17.448 -26.173 21.462  -0.11
23 N -19.446 -22.156 22.956  0.02
24 H -17.024 -22.250 20.638  0.07
25 H -16.854 -21.856 22.305  0.08
26 H -17.874 -20.805 21.227  0.08
27 H -19.434 -22.636 20.951  0.13
28 H -19.291 -24.665 22.438  0.12
29 H -17.616 -24.145 22.979  0.13
30 H -17.180 -26.798 20.610  0.08
31 H -18.236 -26.688 22.010  0.08
32 H -16.622 -26.079 22.168  0.08
33 H -20.252 -22.724 23.172  0.07
34 H -19.901 -21.301 22.667  0.07
35 C -9.944 -22.803 13.462  -0.06
36 C -10.289 -24.299 13.464  -0.41
37 C -9.243 -25.064 12.569  -0.27
38 O -9.143 -24.615 11.278  -0.20
39 C -8.251 -25.427 10.404  -0.04
40 N -10.352 -24.879 14.829  0.03
41 H -8.874 -22.704 13.649  0.08
42 H -10.570 -22.338 14.223  0.07
43 H -10.249 -22.366 12.512  0.07
44 H -11.235 -24.548 12.984  0.13
45 H -9.629 -26.077 12.454  0.11
46 H -8.277 -25.057 13.074  0.12
47 H -7.307 -25.588 10.924  0.08
48 H -8.114 -24.815 9.513  0.08
49 H -8.712 -26.384 10.160  0.08
50 H -10.401 -25.883 14.734  0.06
51 H -11.229 -24.682 15.290  0.06
52 C -12.088 -32.436 16.207  -0.06
53 C -11.776 -31.679 17.485  -0.44
54 C -10.800 -32.477 18.394  -0.18
55 O -11.336 -33.582 19.144  -0.18
56 C -12.157 -33.140 20.175  -0.13
57 N -11.137 -30.401 17.195  0.03
58 H -12.536 -33.397 16.459  0.08
59 H -11.256 -32.661 15.541  0.08
60 H -12.802 -31.955 15.538  0.07
61 H -12.710 -31.417 17.981  0.12
62 H -10.367 -31.810 19.140  0.11
63 H -10.049 -32.854 17.701  0.13
64 H -11.537 -32.561 20.859  0.09
65 H -12.707 -33.938 20.674  0.09
66 H -12.996 -32.542 19.819  0.08
67 H -10.391 -30.627 16.553  0.07
68 H -10.641 -30.108 18.024  0.06
69 C -6.876 -24.032 22.970  -0.06
70 C -8.018 -23.036 23.068  -0.48
71 C -9.428 -23.662 22.919  -0.20
72 O -9.618 -24.258 21.660  -0.15
73 C -10.892 -24.693 21.507  -0.17
74 N -7.923 -22.383 24.323  0.03
75 H -6.920 -24.797 23.745  0.08
76 H -5.946 -23.465 22.948  0.08
77 H -6.871 -24.590 22.034  0.08
78 H -7.904 -22.269 22.302  0.14
79 H -10.191 -22.909 23.119  0.12
80 H -9.552 -24.313 23.784  0.13
81 H -10.907 -25.216 20.550  0.09
82 H -11.669 -23.941 21.648  0.09
83 H -11.145 -25.553 22.126  0.09
84 H -8.614 -21.650 24.256  0.07
85 H -7.072 -21.865 24.155  0.08
86 C -13.208 -33.814 8.800  -0.08
87 C -12.263 -32.660 8.482  -0.39
88 C -12.233 -31.547 9.551  -0.19
89 O -13.500 -30.871 9.606  -0.19
90 C -13.498 -29.677 10.336  -0.13
91 N -10.929 -33.338 8.508  0.01
92 H -13.062 -34.553 8.012  0.07
93 H -14.228 -33.452 8.664  0.08
94 H -13.052 -34.300 9.762  0.08
95 H -12.528 -32.216 7.523  0.14
96 H -11.514 -30.750 9.360  0.12
97 H -11.980 -31.948 10.533  0.12
98 H -14.492 -29.235 10.262  0.09
99 H -12.827 -28.927 9.918  0.08
100 H -13.365 -29.768 11.414  0.08
101 H -11.019 -34.205 7.996  0.05
102 H -10.819 -33.627 9.470  0.06
103 O -14.929 -24.533 17.724  -0.05
104 H -15.307 -23.728 17.370  0.03
105 H -15.446 -24.716 18.508  0.02
106 O -18.100 -29.117 14.085  -0.05
107 H -18.586 -28.295 14.149  0.03
108 H -17.335 -28.988 14.646  0.02
109 O -14.833 -28.133 16.196  -0.05
110 H -13.938 -28.413 16.388  0.02
111 H -14.898 -27.256 16.574  0.01

Computed properties:
SMILES   COC[C@H](C)N.COC[C@H](C)N.COC[C@H](C)N.COC[C@H](C)N.COC[C@H](C)N.COC[C@H](C)N.O.O.O
LUMO level   0.10 eV
Frontier orbital gap   9.349 eV
Calculated total energy   -53417.7361 eV
Relative energy (zero: lowest compared OMol25 entry of this formula, charge and spin)   85.6 kcal per mole
M   588.87 g/mol
E_HOMO   -9.25 eV

3.
Density functional theory data (wB97M-V/def2-TZVPD) for the molecule C4H5NOS at a distorted geometry.

Each line ends with the Löwdin charge.
Cartesian coordinates (Å):
1 C -1.450 0.340 -0.528  -0.11
2 C -0.357 0.083 -1.290  -0.08
3 C -1.187 1.231 0.574  -0.19
4 C 2.083 -0.682 0.576  -0.08
5 N 0.051 1.605 0.789  -0.09
6 O 1.928 1.749 -1.055  -0.38
7 S 1.058 0.849 -0.345  0.82
8 H -2.424 0.069 -0.748  0.08
9 H -0.259 -0.250 -2.299  0.09
10 H -1.914 1.664 1.202  0.10
11 H 1.246 -1.310 0.647  -0.08
12 H 2.649 -0.135 1.213  -0.09

Computed properties:
SMILES   C=[S@@]1(=O)C=CC=N1
LUMO level (spin up / spin down)   -1.45 / -1.45 eV
Frontier orbital gap (spin up / spin down)   6.204 / 6.199 eV
Calculated total energy   -18595.6465 eV
Relative energy (zero: lowest compared OMol25 entry of this formula, charge and spin)   144.6 kcal per mole
M   115.16 g/mol
E_HOMO (spin up / spin down)   -7.66 / -7.65 eV

4.
Density functional theory data (wB97M-V/def2-TZVPD) for the molecule CH2O2S at a distorted geometry.

Each line ends with the Löwdin charge.
Cartesian coordinates (Å):
1 C 0.950 -0.003 0.161  -0.13
2 O -1.463 1.265 0.089  -0.33
3 O -1.437 -1.228 0.079  -0.32
4 S -0.709 0.007 -0.033  0.78
5 H 1.509 -0.880 0.059  0.02
6 H 1.150 0.839 -0.356  -0.03

Computed properties:
SMILES   C=S(=O)=O
LUMO level   -0.87 eV
Frontier orbital gap   9.527 eV
Calculated total energy   -15996.6934 eV
Relative energy (zero: lowest compared OMol25 entry of this formula, charge and spin)   74.8 kcal per mole
M   78.09 g/mol
E_HOMO   -10.40 eV